2 unconnected molecules or ions with the total composition C4H10O2, computed with ωB97M-V with the def2-TZVPD basis set.

```
16
Properties=species:S:1:pos:R:3:forces:R:3
C -2.4197 -0.3803 -0.2032 -0.05 -0.05 -0.04
C -1.1948 0.3079 0.3877 -0.01 0.03 0.03
C 0.0789 0.0637 -0.3885 0.03 -0.19 -0.20
O 0.1940 -0.8113 -1.2243 -0.09 0.33 0.32
C 1.2737 0.9603 -0.0999 -0.18 0.06 0.13
O 2.4115 0.5170 -0.7750 -0.02 -0.08 -0.15
H -3.3020 -0.1992 0.4184 0.16 -0.01 -0.08
H -2.6325 -0.0113 -1.2107 0.05 -0.04 0.12
H -2.2641 -1.4594 -0.2753 0.00 0.14 0.01
H -1.3465 1.3911 0.4807 0.05 -0.12 -0.03
H -1.0099 -0.0464 1.4119 0.02 0.03 -0.12
H 1.4552 0.9861 0.9839 -0.04 -0.03 -0.10
H 1.0032 1.9865 -0.3996 0.01 -0.13 0.02
H 2.0971 -0.1911 -1.3653 0.07 0.07 0.04
H 2.7864 -1.8026 1.4067 0.00 0.04 -0.04
H 2.8694 -1.3110 0.8524 0.00 -0.05 0.07
```
Forces are in eV/Å.

**HOMO level**: -0.378 hartree
**Calculated total energy**: -8404.142 eV
**Orbital gap**: 11.2 eV
**Relative energy (zero: lowest compared OMol25 entry of this formula, charge and spin)**: 135.6 kJ/mol
**SMILES**: CCC(=O)CO.[H][H]

Results of the Löwdin charge analysis, in e, for atoms 1 through 2: number 1, C, carries -0.10; number 2, C, carries -0.18